Entry from the OMol25 dataset: a structure of composition C68H187Cs2N17O21S (ωB97M-V/def2-TZVPD).

Values from the calculation:
- Net charge: 0
- Highest occupied orbital energy: -8.149 eV
- Orbital gap: 8.20 eV

Each line ends with the Mulliken charge.
Atoms and positions in Å:
Cs 3.8073 -1.3827 -0.5876  1.36
Cs -1.8209 -0.3370 3.0885  -0.37
S 0.4161 -0.0173 0.1141  -0.49
O 0.5618 -1.3370 0.7042  -0.11
O 1.5915 0.2950 -0.6430  -0.92
O -0.7998 0.0664 -0.6735  -1.34
O 0.2724 0.8915 1.2294  0.75
C -1.1779 3.3631 -2.5005  -0.80
C 0.2607 3.7678 -2.3995  1.90
C 0.4380 5.3315 -2.3865  -1.19
O 0.0483 6.1252 -3.4959  -0.48
C 0.7439 5.7118 -4.6269  -0.71
N 0.7620 3.1469 -1.1682  1.36
H -1.8822 3.7660 -1.7727  -0.09
H -1.3535 2.2874 -2.5127  -0.39
H -1.4177 3.6964 -3.5103  0.58
H 0.8171 3.4592 -3.2845  -0.35
H 1.4512 5.4979 -2.0206  0.65
H -0.1589 5.7605 -1.5816  -0.06
H 0.8226 6.5206 -5.3533  0.37
H 0.2345 4.8687 -5.0936  0.20
H 1.7840 5.3916 -4.5648  0.22
H 0.8010 2.1407 -1.2465  -0.79
H 0.0628 3.2162 -0.4427  -0.70
C 3.7606 -5.0787 1.2626  -1.64
C 2.3357 -5.1323 0.6471  0.72
C 1.2499 -5.8060 1.5099  0.64
O 1.6392 -7.0762 1.9143  -0.48
C 1.7008 -7.1659 3.3432  -0.75
N 1.9876 -3.7882 0.2237  1.20
H 3.6996 -4.4631 2.1601  0.36
H 4.3999 -4.4979 0.5977  0.16
H 4.1592 -5.9997 1.6879  0.38
H 2.4928 -5.5741 -0.3368  -0.03
H 0.4144 -6.1470 0.8985  -0.08
H 0.8188 -5.1212 2.2403  -0.23
H 1.8972 -8.2304 3.4715  0.31
H 0.7180 -6.9645 3.7694  0.25
H 2.3346 -6.4172 3.8185  0.28
H 1.1541 -3.8299 -0.3451  -0.33
H 1.7336 -3.0922 0.9101  -0.43
C -4.2334 -1.7845 -2.7454  -0.78
C -3.4901 -0.5339 -3.0107  3.31
C -4.2925 0.3691 -3.9309  -1.47
O -3.8357 1.6727 -3.9433  0.15
C -4.3392 2.4560 -4.9419  -1.19
N -3.1231 0.0862 -1.7870  0.24
H -5.1961 -1.6140 -2.2634  0.45
H -3.7714 -2.4143 -1.9852  0.05
H -4.4154 -2.4417 -3.5957  -0.61
H -2.5218 -0.8132 -3.4261  -1.30
H -5.3781 0.3609 -3.8332  0.49
H -4.1528 -0.0816 -4.9135  0.52
H -4.0620 2.0297 -5.9060  0.41
H -3.9575 3.4757 -4.9920  0.31
H -5.4264 2.5310 -4.9666  0.26
H -3.1197 1.0765 -1.9850  -0.43
H -2.1612 -0.0316 -1.5022  0.43
C 7.0458 -0.0433 1.5923  -0.95
C 7.7235 0.1380 0.2547  0.77
C 9.0740 -0.6108 0.2088  -1.15
O 9.7792 -0.3046 -1.0296  -0.27
C 10.8774 0.6757 -0.8574  -0.75
N 6.7261 -0.2758 -0.7203  0.88
H 7.8137 0.0712 2.3574  0.51
H 6.4756 -0.9620 1.7304  0.08
H 6.3763 0.7683 1.8769  -0.05
H 7.8585 1.2053 0.0791  0.23
H 8.8187 -1.6705 0.2098  0.29
H 9.6338 -0.3834 1.1160  0.50
H 11.4859 0.5960 -1.7582  0.24
H 11.4976 0.4354 0.0062  0.33
H 10.4002 1.6432 -0.7015  0.29
H 6.0472 0.4693 -0.7837  -0.82
H 7.1171 -0.2687 -1.6515  -0.19
C 1.6009 -1.5917 -4.3527  -0.43
C 1.7947 -0.0638 -4.5467  -0.31
C 0.5367 0.8234 -4.6927  0.09
O -0.2297 0.3966 -5.8461  -0.38
C -0.8415 1.5457 -6.5237  -0.78
N 2.5450 0.4681 -3.4471  0.70
H 1.4294 -1.9719 -5.3597  0.64
H 0.7787 -1.9547 -3.7360  -0.36
H 2.4328 -2.2629 -4.1392  0.06
H 2.4393 0.1379 -5.4022  0.38
H 0.6915 1.9019 -4.7252  0.70
H -0.1375 0.5925 -3.8679  -0.37
H -1.5587 1.9743 -5.8237  0.12
H -1.3759 1.1590 -7.3914  0.35
H -0.1570 2.3463 -6.8044  0.36
H 2.1066 0.2360 -2.5673  -1.30
H 2.3392 1.4565 -3.4745  0.29
C 7.4046 2.5547 -3.1722  -1.71
C 6.2796 1.9788 -3.9518  0.54
C 6.6945 1.0249 -5.1687  -0.28
O 7.5756 1.8186 -5.9643  -0.45
C 8.0009 1.1682 -7.1911  -0.78
N 5.4126 1.1563 -3.1127  0.88
H 7.0425 3.0970 -2.2987  0.38
H 8.0179 3.1911 -3.8101  0.49
H 8.0512 1.7836 -2.7532  0.28
H 5.6811 2.8165 -4.3098  0.41
H 5.7857 0.8202 -5.7346  0.34
H 7.1787 0.0825 -4.9127  0.23
H 8.5560 0.2701 -6.9205  0.29
H 8.4617 1.8268 -7.9273  0.30
H 7.0797 0.9759 -7.7412  0.29
H 5.1131 1.7733 -2.3712  -0.69
H 4.5752 0.7964 -3.5478  -0.13
C -3.1034 3.9273 2.4895  -1.46
C -3.3198 3.1330 1.1767  2.56
C -4.3042 3.8083 0.1656  -1.65
O -5.6353 3.8352 0.6644  0.03
C -6.4530 4.6272 -0.2219  -1.11
N -1.9798 2.7917 0.6571  1.99
H -4.0021 4.3269 2.9592  0.56
H -2.5063 4.8332 2.3842  0.10
H -2.5854 3.2594 3.1777  0.23
H -3.8850 2.2210 1.3690  -1.24
H -4.3196 3.2628 -0.7780  0.58
H -3.8937 4.7925 -0.0606  0.48
H -7.2345 5.2677 0.1869  0.30
H -7.0460 4.0974 -0.9674  0.41
H -5.8339 5.3261 -0.7843  0.40
H -1.3245 2.5238 1.3775  -0.59
H -2.0009 1.9115 0.1623  -1.16
C 0.1542 -3.0883 6.0409  -1.57
C -1.0140 -3.7550 5.2818  0.94
C -1.5615 -4.8528 6.1909  -0.97
O -2.3974 -5.6185 5.4260  -0.14
C -3.0922 -6.5982 6.1824  -0.92
N -2.1603 -2.8361 4.9863  0.43
H -0.2547 -2.6803 6.9653  0.35
H 0.3860 -2.2006 5.4523  0.05
H 1.0240 -3.7452 6.0322  0.50
H -0.6354 -4.1209 4.3274  0.31
H -1.9386 -4.3704 7.0927  0.26
H -0.7943 -5.5176 6.5876  0.64
H -2.3228 -7.3270 6.4373  0.33
H -3.9617 -6.9739 5.6430  0.22
H -3.6135 -6.2151 7.0596  0.34
H -2.8477 -2.8005 5.7254  -0.07
H -2.7092 -3.5030 4.4629  -0.32
C -5.6912 -5.3577 -6.7706  -1.52
C -5.1946 -3.9994 -6.2346  0.63
C -3.6354 -3.9508 -6.2657  -1.05
O -3.0857 -2.7258 -5.7207  -0.08
C -1.6749 -2.5718 -5.4418  -0.45
N -5.6538 -2.9729 -7.1164  -0.56
H -5.3207 -5.5491 -7.7776  0.35
H -6.7598 -5.5337 -6.6472  0.45
H -5.4181 -6.1013 -6.0218  0.37
H -5.5037 -3.8035 -5.2078  0.09
H -3.4166 -4.0368 -7.3301  0.35
H -3.1527 -4.7114 -5.6520  0.41
H -1.0069 -3.0798 -6.1375  0.64
H -1.4168 -2.9889 -4.4684  0.11
H -1.4101 -1.5144 -5.4363  -0.10
H -6.6174 -3.2370 -7.2641  0.28
H -5.1559 -2.8383 -7.9847  0.24
C 6.8363 -3.4414 -2.8831  -1.14
C 5.9177 -2.7553 -3.9980  0.66
C 5.1014 -3.8086 -4.8505  -0.96
O 4.3580 -3.2224 -5.9567  -0.28
C 5.1774 -2.7957 -7.0322  -0.70
N 4.9322 -1.8112 -3.4051  0.94
H 7.5811 -2.6998 -2.5943  0.25
H 7.2975 -4.2834 -3.3991  0.51
H 6.1703 -3.7712 -2.0857  0.03
H 6.5181 -2.2469 -4.7525  0.08
H 4.3147 -4.1982 -4.2044  0.21
H 5.6177 -4.7320 -5.1132  0.49
H 4.6179 -2.9792 -7.9494  0.31
H 6.1859 -3.2027 -7.1061  0.33
H 5.3627 -1.7240 -6.9598  0.15
H 5.3781 -0.9768 -3.0515  -0.67
H 4.3552 -1.5904 -4.2040  -0.35
C 3.6975 4.6865 -0.5873  -1.32
C 4.3389 3.3687 -0.2820  1.14
C 4.1517 2.9498 1.2633  0.42
O 5.1659 3.6748 1.9231  -0.58
C 4.4366 4.6776 2.6813  -0.56
N 3.7170 2.3561 -1.0662  1.19
H 3.6344 4.9838 -1.6341  0.48
H 4.1122 5.5353 -0.0437  0.71
H 2.6676 4.7265 -0.2328  -0.36
H 5.4010 3.3683 -0.5272  -0.18
H 4.5268 1.9291 1.3382  -0.10
H 3.1753 2.9580 1.7478  0.14
H 5.2079 5.4305 2.8438  0.36
H 4.0689 4.3790 3.6629  0.32
H 3.7658 5.2820 2.0707  -0.07
H 2.8239 2.7752 -1.2825  -0.50
H 3.3152 1.6874 -0.4247  -1.18
C -2.1846 1.1722 7.9882  -1.66
C -2.3554 0.5631 6.5933  0.65
C -3.7617 -0.0625 6.3657  -0.38
O -3.9301 -1.4807 6.6105  -0.18
C -3.9676 -1.7805 7.9812  -0.95
N -1.9643 1.5506 5.6461  0.00
H -1.1490 1.5077 8.0440  0.42
H -2.2378 0.4613 8.8128  0.40
H -2.8101 2.0646 7.9641  0.42
H -1.6069 -0.2183 6.4620  0.02
H -3.9530 -0.0572 5.2926  -0.61
H -4.5586 0.5044 6.8469  0.88
H -2.9355 -1.8549 8.3239  0.22
H -4.4126 -2.7681 8.1024  0.23
H -4.6170 -1.0826 8.5098  0.38
H -1.0122 1.8429 5.8143  0.06
H -2.6533 2.2834 5.7383  0.22
C -2.5228 -4.6618 0.2307  -1.68
C -1.6129 -3.4884 0.1031  1.59
C -0.9872 -3.5183 -1.2278  -0.40
O -0.1205 -4.6158 -1.2935  -0.42
C 0.6193 -4.7357 -2.3904  -1.40
N -2.3647 -2.1912 0.3079  1.44
H -2.0466 -5.6241 0.0427  0.54
H -3.3195 -4.6145 -0.5117  0.34
H -2.9505 -4.6709 1.2333  -0.10
H -0.7279 -3.5826 0.7324  0.08
H -0.4164 -2.5905 -1.2659  0.04
H -1.6345 -3.5782 -2.1027  0.49
H 1.1717 -3.8848 -2.7889  0.53
H 0.0069 -5.0807 -3.2235  0.39
H 1.3703 -5.5158 -2.2656  0.44
H -2.8888 -2.1528 -0.5547  -0.75
H -1.6295 -1.5006 0.2558  -1.54
C -6.0145 -2.5138 4.1425  -1.73
C -5.2497 -3.0299 2.9569  1.13
C -6.1750 -3.5657 1.8154  -0.94
O -6.9468 -4.6823 2.2572  -0.47
C -6.3139 -5.9739 2.2034  -0.56
N -4.5607 -1.8587 2.4903  2.43
H -6.5430 -3.3772 4.5466  0.51
H -6.7766 -1.7551 3.9644  0.00
H -5.3220 -2.1430 4.8981  0.28
H -4.5155 -3.7553 3.3077  0.11
H -5.5030 -3.8634 1.0104  0.36
H -6.6650 -2.7252 1.3239  0.29
H -5.3183 -5.9208 1.7630  0.20
H -6.8846 -6.5050 1.4417  0.28
H -6.4182 -6.4017 3.2005  0.23
H -5.2106 -1.2737 1.9848  -0.57
H -3.9060 -2.1428 1.7755  -0.78
C -8.1121 3.5555 2.7489  -1.41
C -8.1583 2.0447 2.3909  0.67
C -6.9432 1.1933 2.8131  -0.53
O -6.7617 -0.0260 2.0639  -0.33
C -6.2649 0.2712 0.7525  -1.08
N -9.4245 1.6931 3.0278  -0.76
H -7.1121 3.9563 2.5828  0.25
H -8.2033 3.7067 3.8245  0.45
H -8.9450 4.0846 2.2859  0.28
H -8.1540 2.2643 1.3233  0.31
H -7.1576 0.7249 3.7737  0.30
H -6.0834 1.8630 2.8330  0.04
H -6.6174 1.1424 0.2003  0.35
H -6.5663 -0.5486 0.1004  0.27
H -5.1978 0.4470 0.6166  0.30
H -9.2843 1.6621 4.0275  0.28
H -9.7234 0.7657 2.7622  0.28
C -0.6989 6.9782 1.8403  -1.80
C 0.6051 6.1093 1.9173  1.39
C 1.5669 6.5726 3.2065  -0.39
O 2.4790 7.6326 2.9127  -0.40
C 1.8125 8.8565 2.7066  -0.82
N 0.0699 4.7391 2.1139  0.39
H -0.5918 7.9755 1.4137  0.49
H -1.0720 7.2374 2.8311  0.42
H -1.5124 6.5094 1.2866  0.38
H 1.1495 6.2789 0.9883  0.18
H 2.1129 5.6612 3.4501  -0.58
H 1.0326 6.8065 4.1273  0.60
H 1.2625 8.9381 1.7690  0.26
H 2.4599 9.7329 2.7364  0.32
H 1.0163 9.0284 3.4309  0.35
H -0.6388 4.6432 1.4008  -0.50
H 0.8378 4.1585 1.8086  -0.56
C 3.9524 0.9095 4.3934  -1.78
C 2.6375 0.4196 3.8436  0.36
C 1.4725 1.4496 3.9804  1.68
O 1.3623 1.9918 5.3165  -0.68
C 0.8457 3.3762 5.3212  0.05
N 2.8318 -0.0023 2.4354  0.81
H 3.9335 0.8672 5.4824  0.38
H 4.0764 1.9348 4.0448  0.19
H 4.7268 0.2942 3.9352  0.37
H 2.4205 -0.3936 4.5362  -0.04
H 0.5378 0.9877 3.6623  -0.65
H 1.6540 2.2934 3.3146  -0.19
H 0.7996 3.8298 6.3112  0.32
H -0.1520 3.2393 4.9042  0.04
H 1.5710 4.0079 4.8083  -0.28
H 2.2972 0.5762 1.8031  -1.18
H 2.3501 -0.8900 2.4435  0.14

=====

Entry from the OMol25 dataset: a cluster of 2 separate species, C6H11NO3S in total (ωB97M-V/def2-TZVPD).

Values from the calculation:
- Net charge: 0
- Highest occupied orbital energy (alpha / beta): -9.128 / -9.127 eV
- Orbital gap (alpha / beta): 8.23 / 8.22 eV

Each line ends with the natural charge from an NBO analysis.
Atoms and positions in Å:
C -1.1320 -0.7697 0.3878  0.21
C 0.4954 -0.8316 -1.5564  -0.62
C -2.0599 1.8685 -1.4430  -0.24
C 1.4082 -2.1307 1.9615  -0.87
C -0.1985 1.9720 -0.0251  0.17
C 0.1100 -0.4667 -0.1026  -0.50
N -2.1290 -1.0722 0.8726  -0.33
O 2.6654 -0.5196 0.4205  -0.95
O 1.0978 0.4948 2.0302  -0.97
O -0.7939 2.3816 -1.2062  -0.48
S 1.3875 -0.5806 1.0786  2.17
H 1.5390 -0.4933 -1.7401  0.25
H -0.1048 -0.1648 -2.0691  0.22
H 0.4454 -1.8550 -1.7848  0.22
H -2.5005 1.7344 -0.4757  0.18
H -1.9450 0.8267 -1.7147  0.19
H -2.5820 2.5031 -2.0213  0.20
H 0.6877 -2.2918 2.7163  0.25
H 1.2516 -2.9199 1.1742  0.24
H 2.2616 -2.1354 2.5541  0.26
H 0.8060 2.3211 0.0019  0.20
H -0.7099 2.1292 0.9412  0.20

=====

Entry from the OMol25 dataset: a cluster of 2 separate species, CH6S in total (ωB97M-V/def2-TZVPD).

Values from the calculation:
- Net charge: 0
- SMILES: C.S
- Highest occupied orbital energy: -9.821 eV
- Orbital gap: 10.74 eV

Each line ends with the natural charge from an NBO analysis.
Atoms and positions in Å:
C 1.9768 1.7674 1.3036  -0.85
H 2.2889 2.0872 2.3031  0.21
H 1.0528 1.2159 1.4178  0.21
H 1.8258 2.6154 0.6463  0.21
H 2.7784 1.1283 0.9211  0.21
S -1.0386 -1.0130 -0.7064  -0.28
H -1.6511 -1.0426 0.4726  0.14
H -1.7762 0.0418 -1.0823  0.14